23
Properties=species:S:1:pos:R:3:forces:R:3:lowdin_spin:R:1 method="wB97M-V/def2-TZVPD" multiplicity=8 charge=+2 molar_mass_da=374.12 e_homo_ev="-16.267 / -16.701" gap_ev="7.465 / 8.111" e_lumo_ha="-0.3234 / -0.3157"
O -0.475 -4.331 -0.375 1.82 2.70 -0.32 0.0328
C 0.144 -3.374 -0.477 -3.82 -7.24 0.47 0.0254
Eu 1.020 -1.337 -0.539 1.47 2.17 -0.26 6.9212
O 4.337 -2.612 -1.864 -4.15 2.11 1.72 0.0085
C 3.360 -2.136 -1.462 4.82 -2.50 -2.01 0.0047
C 2.863 0.827 -0.927 2.10 3.16 -0.36 -0.0017
O 3.493 1.778 -1.036 -1.94 -3.00 0.33 0.0019
C 2.489 -1.225 1.366 2.84 0.09 6.06 0.0023
O 2.920 -1.213 2.434 -1.53 0.00 -4.15 0.0112
C 0.995 -0.715 -2.867 -1.52 1.59 -6.32 0.0024
O 0.673 -0.443 -3.939 1.37 -1.00 4.09 0.0111
C -3.373 1.130 1.441 -0.75 0.28 0.32 -0.0001
N -2.031 1.105 0.889 0.36 0.49 -0.14 0.0000
C -1.263 2.249 0.624 -0.33 -0.57 0.11 -0.0013
C -0.077 1.829 0.118 -0.55 -0.80 0.23 0.0013
N -0.132 0.450 0.084 -0.41 0.29 0.18 -0.0201
C -1.325 0.020 0.550 0.51 1.17 -0.13 -0.0002
H -3.365 1.624 2.419 0.06 -0.20 -0.19 0.0000
H -4.037 1.699 0.781 0.17 -0.21 0.08 0.0000
H -3.752 0.111 1.550 0.11 0.19 -0.04 0.0000
H -1.609 3.247 0.811 -0.29 0.02 0.11 -0.0001
H 0.809 2.362 -0.222 -0.55 -0.02 0.22 0.0002
H -1.663 -1.045 0.641 0.20 1.28 -0.01 0.0006